Below is a cluster of 2 separate species, C8H17BO5 in total, with properties calculated with the ωB97M-V functional and the def2-TZVPD basis.

Results
**Largest force on an atom**: 0.90 eV Å⁻¹
**DFT total energy**: -19483.0272 eV
**Highest occupied orbital energy**: -8.9462 eV
**Structure (SMILES)**: O=C1OCCO1.BCOCCOCC
**Kohn-Sham gap**: 9.5 eV

ORCA input file:
```
! wB97M-V def2-TZVPD RIJCOSX def2/J DEFGRID3
* xyz 0 1
O -2.078 0.376 -1.542
C -1.544 1.191 -2.221
O -2.182 2.032 -3.067
C -1.240 3.010 -3.522
C 0.082 2.295 -3.334
O -0.206 1.407 -2.249
H -1.441 3.279 -4.555
H -1.328 3.899 -2.896
H 0.366 1.703 -4.205
H 0.899 2.962 -3.073
B 3.592 -2.168 2.402
C 2.986 -1.136 1.388
O 1.753 -0.627 1.881
C 1.145 0.260 0.972
C -0.348 0.436 1.296
O -0.845 -0.650 2.040
C -2.128 -1.128 1.655
C -2.040 -2.623 1.351
H 3.355 -2.048 3.560
H 4.287 -3.038 1.981
H 2.802 -1.629 0.428
H 3.707 -0.321 1.225
H 1.264 -0.099 -0.052
H 1.638 1.238 1.017
H -0.860 0.573 0.346
H -0.448 1.351 1.887
H -2.556 -0.574 0.828
H -2.799 -0.992 2.503
H -2.160 -3.177 2.274
H -1.039 -2.815 0.982
H -2.751 -2.930 0.592
*
```


Below is a structure of composition C2H4O2Zn, with properties calculated with the ωB97M-V functional and the def2-TZVPD basis.

Results
**Largest force on an atom**: 3.00 eV Å⁻¹
**DFT total energy**: -54636.0586 eV
**Highest occupied orbital energy (spin up / spin down)**: -12.8306 / -15.9134 eV
**Relative energy (zero: lowest compared OMol25 entry of this formula, charge and spin)**: 3.840 eV
**Kohn-Sham gap (spin up / spin down)**: 6.5 / 9.5 eV
**<S²>**: 0.7526

ORCA input file:
```
! wB97M-V def2-TZVPD RIJCOSX def2/J DEFGRID3
* xyz 1 2
C 0.580 -1.191 -0.008
C 1.729 -1.266 0.789
O 0.040 -0.006 0.352
H -0.179 -1.913 -0.306
H 1.825 -2.235 1.289
H 2.647 -0.959 0.276
Zn -2.146 1.374 -0.324
O -0.501 0.694 -0.752
H 1.151 0.133 1.124
*
```


Below is an isolated molecule of C4H8O2, with properties calculated with the ωB97M-V functional and the def2-TZVPD basis.

Results
**Largest force on an atom**: 0.53 eV Å⁻¹
**DFT total energy**: -8372.8091 eV
**Highest occupied orbital energy**: -10.6561 eV
**Structure (SMILES)**: CC(C)OC=O
**Relative energy (zero: lowest compared OMol25 entry of this formula, charge and spin)**: 0.473 eV
**Kohn-Sham gap**: 11.7 eV

ORCA input file:
```
! wB97M-V def2-TZVPD RIJCOSX def2/J DEFGRID3
* xyz 0 1
C -0.308 1.700 0.273
C -0.089 0.287 -0.238
C -1.122 -0.730 0.225
O 1.181 -0.172 0.296
C 1.709 -1.226 -0.332
O 1.375 -1.654 -1.407
H -1.255 2.092 -0.114
H -0.346 1.726 1.367
H 0.497 2.364 -0.058
H -0.020 0.283 -1.330
H -1.250 -0.673 1.310
H -0.769 -1.733 -0.029
H -2.094 -0.590 -0.259
H 2.490 -1.678 0.297
*
```


Below is a cluster of 2 separate species, C4H13N2O in total, with properties calculated with the ωB97M-V functional and the def2-TZVPD basis.

Results
**Largest force on an atom**: 4.68 eV Å⁻¹
**DFT total energy**: -9378.1258 eV
**Highest occupied orbital energy**: -13.3044 eV
**Relative energy (zero: lowest compared OMol25 entry of this formula, charge and spin)**: 3.458 eV
**Kohn-Sham gap**: 10.0 eV

ORCA input file:
```
! wB97M-V def2-TZVPD RIJCOSX def2/J DEFGRID3
* xyz 1 1
C 2.462 -0.090 -1.551
C 0.864 -0.420 -1.456
C 0.437 0.069 -0.131
C 0.340 -0.717 1.015
N -0.791 -0.315 1.896
N 0.131 1.443 0.092
H 2.965 -0.703 -0.771
H 2.581 0.967 -1.403
H 2.874 -0.401 -2.530
H 0.591 -1.466 -1.364
H 0.255 -0.024 -2.324
H 0.944 -1.664 1.227
H -1.093 -1.061 2.538
H -0.506 0.685 2.201
H -1.566 -0.174 1.350
H -0.475 1.871 -0.502
H 0.900 2.025 -0.077
H -4.206 -0.587 0.505
H -3.404 0.787 0.620
O -3.303 -0.224 0.666
*
```


Below is an isolated molecule of C4H4N2OS, with properties calculated with the ωB97M-V functional and the def2-TZVPD basis.

Results
**Largest force on an atom**: 1.08 eV Å⁻¹
**DFT total energy**: -20073.3895 eV
**Highest occupied orbital energy**: -9.2001 eV
**Structure (SMILES)**: Cc1ncnoc1=S
**Relative energy (zero: lowest compared OMol25 entry of this formula, charge and spin)**: 2.340 eV
**Kohn-Sham gap**: 8.0 eV

ORCA input file:
```
! wB97M-V def2-TZVPD RIJCOSX def2/J DEFGRID3
* xyz 0 1
C 0.986 1.516 0.002
C 0.101 0.304 -0.014
N -1.178 0.464 0.005
C -1.930 -0.698 -0.003
N -1.522 -1.899 0.002
O -0.136 -2.073 0.001
C 0.716 -1.046 0.003
S 2.321 -1.348 -0.002
H 1.647 1.489 -0.861
H 0.351 2.375 -0.004
H 1.663 1.510 0.878
H -3.020 -0.594 -0.006
*
```


Below is a structure of composition C42H36O26, with properties calculated with the ωB97M-V functional and the def2-TZVPD basis.

Results
**Largest force on an atom**: 11.73 eV Å⁻¹
**DFT total energy**: -97345.8071 eV
**Highest occupied orbital energy**: -8.3528 eV
**Relative energy (zero: lowest compared OMol25 entry of this formula, charge and spin)**: 5.781 eV
**Kohn-Sham gap**: 5.6 eV

ORCA input file:
```
! wB97M-V def2-TZVPD RIJCOSX def2/J DEFGRID3
* xyz 0 1
C -2.018 4.866 -0.403
C -3.151 3.824 -0.661
C -3.309 3.254 -2.010
O -4.302 2.585 -2.331
C -2.389 3.615 -3.081
C -1.136 4.470 -2.727
C -0.985 5.087 -1.369
O -0.017 5.864 -1.211
O -0.035 4.611 -3.552
O -4.126 3.422 0.214
H -2.008 5.158 0.557
H -2.618 3.233 -4.192
H -0.271 4.403 -4.450
H -4.725 2.771 -0.188
C 2.461 -4.155 -1.137
C 3.598 -4.727 -0.206
C 4.706 -3.861 0.277
O 5.656 -4.255 0.910
C 4.687 -2.466 -0.130
C 3.539 -1.920 -0.970
C 2.475 -2.751 -1.363
O 1.487 -2.224 -1.986
O 3.527 -0.664 -1.489
O 3.516 -6.097 0.094
H 1.570 -4.762 -1.372
H 5.408 -1.745 0.185
H 4.566 -0.414 -1.622
H 4.198 -6.226 0.695
C 4.231 0.792 2.295
C 5.238 0.474 3.452
C 4.890 0.737 4.828
O 5.644 0.380 5.784
C 3.724 1.427 5.101
C 2.646 1.836 4.005
C 2.920 1.301 2.624
O 2.029 1.331 1.755
O 1.819 2.818 4.184
O 6.505 0.088 3.284
H 4.358 0.618 1.201
H 3.437 1.885 6.051
H 1.758 3.011 5.224
H 6.698 -0.042 4.225
C -3.797 2.651 4.787
C -2.993 3.019 3.547
C -2.001 2.162 2.985
O -1.393 2.432 1.908
C -1.483 1.092 3.809
C -2.265 0.659 4.938
C -3.351 1.562 5.521
O -3.929 1.234 6.576
O -1.874 -0.476 5.587
O -3.420 4.103 2.784
H -4.667 3.093 5.217
H -0.580 0.564 3.571
H -0.956 -0.635 5.226
H -3.407 3.767 1.961
C -1.132 -5.930 -3.437
C -0.859 -5.401 -4.889
C -1.268 -4.097 -5.152
O -1.350 -3.726 -6.281
C -1.502 -3.198 -3.987
C -1.631 -3.707 -2.553
C -1.643 -5.133 -2.369
O -2.072 -5.614 -1.293
O -1.614 -2.977 -1.484
O -0.382 -6.114 -5.882
H -0.818 -7.073 -3.180
H -1.401 -2.140 -4.174
H -1.687 -2.130 -1.634
H -0.343 -5.787 -6.711
C -4.961 -3.184 -0.383
C -4.462 -1.721 -0.554
C -3.746 -1.112 0.471
O -3.334 0.056 0.395
C -3.502 -1.800 1.682
C -4.081 -3.250 1.981
C -4.633 -3.950 0.773
O -5.064 -5.101 0.899
O -4.261 -3.760 3.195
O -4.517 -1.012 -1.710
H -5.324 -3.728 -1.103
H -3.258 -1.426 2.653
H -4.143 -3.107 3.798
H -3.967 -0.269 -1.752
C 2.906 2.661 -2.020
C 3.538 4.000 -1.831
O 3.208 4.843 -2.628
C 4.688 4.257 -0.806
H 2.860 2.348 -0.887
H 3.329 1.977 -2.564
H 1.971 2.872 -2.635
H 5.363 3.457 -0.783
H 4.074 4.503 0.453
H 5.298 4.880 -1.099
C 0.314 0.415 -3.369
C -0.688 0.484 -2.117
O -1.606 -0.272 -2.110
C -0.158 1.209 -0.968
H 1.388 0.577 -3.162
H -0.108 1.171 -4.249
H 0.407 -0.507 -3.589
H 0.578 0.790 -0.407
H -0.905 1.523 -0.279
H 0.409 2.395 -1.210
*
```